Record 1
74
Properties=species:S:1:pos:R:3:forces:R:3:lowdin_charge:R:1 method="wB97M-V/def2-TZVPD" multiplicity=2 orbital_gap_ha="0.271 / 0.213"
Sn -1.917 -1.657 -2.945 -0.12 -0.40 -0.13 0.85
Se -2.293 0.314 -6.007 -0.03 -0.07 0.13 0.01
Se -4.107 -0.656 -6.849 -0.03 0.32 -0.22 -0.18
Te -4.760 -2.602 -5.364 0.16 -0.22 0.35 0.28
Se -4.522 -1.660 -3.072 -0.32 0.11 -0.22 -0.13
Cl -2.207 -5.667 4.973 0.00 0.00 -0.02 0.66
C -1.930 -4.935 3.421 0.03 0.00 -0.01 -0.66
C -3.005 -4.438 2.703 -0.03 0.01 -0.01 -0.09
C -2.775 -3.837 1.475 -0.04 -0.01 0.04 0.00
C -1.482 -3.735 0.977 -0.04 0.01 -0.01 -0.14
C -0.418 -4.258 1.702 0.02 -0.01 0.02 -0.02
C -0.635 -4.859 2.929 0.01 -0.01 0.00 -0.10
C -1.216 -3.018 -0.308 0.08 -0.15 -0.12 -0.62
O -0.036 -2.811 -0.655 -0.19 -0.07 0.18 -0.17
O -2.238 -2.651 -0.982 0.07 0.30 -0.12 -0.24
H -4.006 -4.518 3.104 0.01 0.00 0.00 0.11
H -3.598 -3.437 0.897 0.02 0.01 0.00 0.12
H 0.582 -4.178 1.295 -0.01 0.03 0.02 0.12
H 0.187 -5.259 3.508 -0.01 -0.02 0.00 0.11
C 5.369 -1.547 3.176 -0.06 0.01 -0.02 -0.04
C 4.232 -1.280 2.226 0.03 0.02 0.02 -0.26
C 4.462 -0.997 0.889 0.02 -0.03 0.02 -0.01
C 3.417 -0.751 0.008 -0.02 0.08 -0.10 -0.29
C 3.756 -0.479 -1.440 -0.08 -0.01 0.11 -0.08
C 2.097 -0.753 0.490 0.17 -0.09 -0.05 -0.30
Te 0.685 -0.388 -1.048 0.30 0.45 0.18 1.88
N -0.913 0.049 0.046 -0.09 0.18 0.01 -0.15
C -1.929 0.406 -0.683 -0.07 -0.15 -0.08 -0.59
O -2.033 0.292 -1.976 0.29 -0.11 0.16 -0.34
C -3.063 1.070 0.024 0.10 -0.01 0.10 -0.15
C -3.297 0.826 1.375 0.02 0.01 -0.05 -0.02
C -4.268 1.549 2.048 -0.05 -0.02 -0.01 -0.08
C -4.999 2.523 1.376 0.03 0.01 0.00 -0.09
C -4.781 2.749 0.025 -0.03 -0.04 0.01 -0.07
C -3.819 2.016 -0.656 -0.05 -0.01 -0.03 -0.01
C 1.122 1.679 -1.389 -0.06 0.04 -0.03 -0.30
C 1.192 2.644 -0.376 0.02 -0.07 0.07 -0.26
C 1.185 2.304 1.093 -0.04 -0.03 -0.09 -0.04
C 1.295 3.983 -0.742 0.00 0.01 0.00 -0.01
C 1.336 4.385 -2.069 0.00 0.03 0.01 -0.26
C 1.424 5.841 -2.441 0.02 -0.07 -0.02 -0.04
C 1.295 3.408 -3.054 0.01 0.01 -0.02 -0.01
C 1.185 2.060 -2.739 0.04 -0.10 -0.02 -0.30
C 1.123 1.062 -3.873 -0.05 0.10 0.01 -0.08
C 1.833 -1.045 1.836 -0.09 0.03 0.01 -0.27
C 0.472 -1.060 2.487 0.04 -0.01 -0.10 -0.05
C 2.918 -1.307 2.667 0.00 -0.01 0.01 -0.01
H 6.320 -1.600 2.647 0.00 0.00 0.01 0.07
H 5.220 -2.486 3.709 0.01 0.00 -0.01 0.08
H 5.439 -0.755 3.924 0.01 0.00 -0.01 0.08
H 5.480 -0.974 0.515 -0.02 -0.02 -0.01 0.12
H 4.828 -0.570 -1.603 0.01 -0.01 0.01 0.08
H 3.459 0.530 -1.738 0.02 -0.01 -0.02 0.07
H 3.265 -1.194 -2.107 0.02 0.00 -0.01 0.07
H -2.712 0.068 1.880 0.02 0.05 0.03 0.11
H -4.456 1.359 3.097 0.01 0.00 -0.01 0.10
H -5.736 3.109 1.910 -0.03 -0.04 -0.01 0.10
H -5.365 3.494 -0.500 0.03 0.01 0.00 0.10
H -3.634 2.179 -1.710 -0.01 0.00 0.01 0.12
H 0.408 1.575 1.321 -0.01 0.01 0.01 0.05
H 1.002 3.198 1.686 0.01 0.00 0.00 0.08
H 2.145 1.883 1.397 0.00 0.00 0.01 0.09
H 1.334 4.732 0.041 0.01 -0.01 -0.01 0.12
H 1.402 6.477 -1.558 -0.01 0.01 -0.01 0.07
H 0.594 6.122 -3.091 0.00 0.01 0.02 0.08
H 2.347 6.046 -2.987 0.00 0.01 0.01 0.08
H 1.335 3.700 -4.098 0.00 0.00 0.01 0.12
H 1.399 1.541 -4.811 -0.01 0.00 0.01 0.08
H 0.109 0.671 -3.993 0.00 -0.06 0.02 0.02
H 1.797 0.217 -3.723 -0.01 -0.01 -0.01 0.06
H -0.321 -1.331 1.802 -0.02 -0.02 0.00 0.03
H 0.235 -0.068 2.880 -0.02 0.00 -0.02 0.09
H 0.472 -1.761 3.321 0.02 0.02 0.00 0.08
H 2.714 -1.536 3.709 0.01 0.00 -0.01 0.13



Record 2
71
Properties=species:S:1:pos:R:3:forces:R:3:lowdin_charge:R:1 method="wB97M-V/def2-TZVPD" multiplicity=2 orbital_gap_ha="0.245 / 0.259" de_lowest_kcal_mol=31.1 charge=+1
Cr -0.121 -0.392 -0.101 -0.86 -0.19 0.99 0.82
C 2.649 0.079 3.164 -0.02 0.04 -0.09 -0.06
C 3.868 0.083 2.497 0.08 -0.02 -0.04 -0.06
C 3.905 -0.021 1.118 0.00 0.02 0.02 -0.01
C 2.714 -0.132 0.402 -0.11 -0.01 -0.02 -0.19
C 1.482 -0.159 1.066 -0.14 -0.09 -0.25 -0.16
C 1.466 -0.047 2.449 -0.18 -0.02 0.16 -0.09
C 2.638 -0.208 -1.058 -0.08 0.03 0.09 -0.19
C 3.774 -0.303 -1.886 0.13 -0.01 -0.13 0.02
C 3.630 -0.388 -3.237 -0.02 0.01 0.16 0.03
C 2.338 -0.371 -3.804 -0.17 -0.01 0.16 -0.14
C 2.119 -0.461 -5.195 0.00 0.01 -0.03 -0.02
C 0.852 -0.427 -5.704 0.09 -0.02 -0.06 -0.05
C -0.245 -0.292 -4.834 -0.05 0.02 0.08 -0.04
C -0.057 -0.208 -3.482 0.02 0.05 0.06 -0.04
C 1.234 -0.255 -2.926 0.07 -0.05 -0.44 -0.19
N 1.400 -0.187 -1.564 0.00 -0.02 0.06 0.05
H 2.623 0.177 4.242 -0.01 -0.02 0.00 0.11
H 4.791 0.174 3.054 -0.01 0.00 0.00 0.11
H 4.860 -0.004 0.610 0.01 0.02 0.02 0.11
H 0.523 -0.065 2.985 0.02 -0.03 0.01 0.11
H 4.756 -0.317 -1.439 -0.01 -0.01 0.02 0.11
H 4.493 -0.470 -3.885 0.01 0.00 0.01 0.13
H 2.980 -0.558 -5.845 -0.02 0.01 -0.02 0.12
H 0.688 -0.496 -6.770 0.00 0.00 0.01 0.11
H -1.250 -0.250 -5.234 0.00 0.00 0.00 0.12
H -0.906 -0.086 -2.827 -0.03 -0.05 -0.07 -0.04
C -0.792 -3.183 -0.960 -0.07 -0.09 0.47 -0.16
Si -0.966 -3.090 0.935 0.44 -0.29 -0.46 0.44
C -2.247 -4.304 1.580 0.10 0.36 -0.03 -0.17
C 0.730 -3.483 1.652 -0.40 -0.13 0.02 -0.15
N -1.252 -1.370 1.118 0.57 0.16 -0.62 -0.17
C -2.169 -0.642 1.832 -0.14 0.44 0.52 -0.33
C -3.249 -1.127 2.587 0.32 -0.06 -0.17 -0.02
C -4.141 -0.255 3.189 -0.13 0.11 0.04 -0.08
C -3.998 1.122 3.075 -0.02 -0.04 0.01 -0.08
C -2.931 1.642 2.349 0.02 0.12 0.06 -0.01
C -2.068 0.751 1.776 -0.26 -0.42 0.03 -0.24
F -1.003 1.210 1.014 0.30 0.08 -0.07 -0.04
H -0.476 -4.167 -1.310 0.13 0.03 0.02 0.05
H -0.011 -2.476 -1.289 0.06 -0.10 -0.18 0.01
H -1.713 -2.913 -1.477 0.00 0.07 0.02 0.02
H -1.929 -5.312 1.305 0.03 0.01 -0.02 0.04
H -3.246 -4.149 1.169 0.00 0.01 0.00 0.02
H -2.311 -4.269 2.670 -0.02 -0.02 -0.01 0.04
H 0.964 -4.543 1.521 0.00 0.00 -0.01 0.04
H 0.789 -3.259 2.720 -0.01 0.02 -0.01 0.04
H 1.504 -2.901 1.150 0.03 0.02 0.00 0.02
H -3.379 -2.196 2.679 -0.04 0.01 0.04 0.09
H -4.972 -0.654 3.757 0.02 -0.02 0.00 0.11
H -4.704 1.790 3.549 0.00 -0.01 0.01 0.11
H -2.782 2.708 2.237 0.05 -0.02 -0.02 0.13
C -5.011 2.421 -0.457 -0.02 0.19 -0.04 -0.02
N -5.289 1.016 -0.256 0.05 -0.10 0.08 -0.06
C -4.467 -0.007 -0.557 -0.12 -0.07 0.34 -0.69
Se -2.861 0.086 -1.432 0.45 0.14 -0.73 0.81
N -5.087 -1.147 -0.189 -0.08 0.07 0.04 0.14
C -6.331 -0.868 0.356 -0.11 0.18 0.00 -0.18
C -7.338 -1.678 0.855 0.06 -0.04 0.02 0.00
C -8.486 -1.046 1.300 0.02 -0.04 0.00 -0.07
C -8.621 0.344 1.248 0.00 0.05 0.01 -0.07
C -7.612 1.152 0.751 0.04 0.07 0.02 0.00
C -6.462 0.520 0.307 -0.07 -0.24 0.02 -0.16
H -3.965 2.539 -0.722 0.01 -0.05 0.00 0.06
H -5.219 2.965 0.464 0.00 -0.03 0.01 0.10
H -5.630 2.821 -1.260 -0.01 -0.03 0.00 0.11
H -4.669 -2.054 -0.293 0.08 0.00 -0.08 0.16
H -7.231 -2.754 0.890 -0.03 0.01 0.00 0.12
H -9.300 -1.641 1.693 0.01 0.00 0.00 0.11
H -9.536 0.799 1.601 0.00 -0.01 0.00 0.11
H -7.723 2.227 0.710 0.00 -0.01 -0.01 0.12



Record 3
71
Properties=species:S:1:pos:R:3:forces:R:3:lowdin_charge:R:1 method="wB97M-V/def2-TZVPD" multiplicity=2 orbital_gap_ha="0.237 / 0.267" de_lowest_kcal_mol=38.6 charge=+1
Cr 0.478 1.043 -0.272 -1.69 -0.22 0.63 0.67
C 4.724 0.098 -0.282 0.14 0.29 0.04 -0.07
C 5.286 1.368 -0.259 0.05 -0.19 0.02 -0.06
C 4.467 2.479 -0.289 -0.34 0.07 0.02 -0.02
C 3.080 2.318 -0.347 0.08 -0.58 -0.09 -0.19
C 2.484 1.039 -0.343 0.52 -0.06 -0.15 -0.17
C 3.347 -0.049 -0.308 -0.08 -0.55 0.01 -0.12
C 2.145 3.428 -0.366 -0.48 0.51 0.09 -0.19
C 2.562 4.775 -0.468 -0.11 0.08 0.04 0.02
C 1.653 5.787 -0.409 0.03 -0.40 0.01 0.03
C 0.292 5.471 -0.216 0.09 -0.39 0.01 -0.14
C -0.688 6.473 -0.082 -0.21 -0.03 0.09 -0.02
C -1.994 6.146 0.160 0.21 0.20 -0.04 -0.06
C -2.352 4.800 0.289 0.19 -0.22 -0.06 -0.05
C -1.421 3.802 0.151 -0.24 0.11 0.06 -0.02
C -0.072 4.095 -0.123 -0.43 0.79 0.02 -0.16
N 0.852 3.097 -0.252 0.60 -0.06 -0.03 0.07
H 5.365 -0.772 -0.260 0.01 -0.06 0.02 0.11
H 6.357 1.489 -0.197 0.07 0.01 -0.04 0.11
H 4.909 3.464 -0.236 0.03 0.02 -0.05 0.11
H 2.938 -1.053 -0.276 0.03 0.10 -0.05 0.05
H 3.611 4.986 -0.588 0.07 0.03 -0.03 0.11
H 1.958 6.822 -0.482 0.03 0.05 -0.03 0.13
H -0.376 7.505 -0.146 0.01 0.10 -0.05 0.12
H -2.747 6.911 0.270 -0.03 0.12 0.01 0.11
H -3.378 4.544 0.504 -0.10 -0.08 0.03 0.11
H -1.719 2.777 0.274 0.01 0.09 -0.04 0.07
C -3.562 1.880 -1.708 0.52 -0.64 0.19 -0.15
Si -2.350 0.450 -1.356 0.01 -0.18 -1.11 0.46
C -0.833 0.546 -2.574 -0.42 -0.12 0.72 -0.15
C -3.199 -1.249 -1.508 0.39 0.74 0.15 -0.16
N -1.467 0.705 0.110 1.96 0.07 -1.19 -0.24
C -1.833 0.631 1.405 0.03 0.09 1.67 -0.35
C -3.132 0.442 1.909 0.54 0.11 -0.37 -0.01
C -3.366 0.452 3.268 -0.09 -0.08 0.23 -0.07
C -2.335 0.610 4.183 -0.06 0.01 -0.21 -0.07
C -1.038 0.798 3.729 0.44 0.05 -0.19 0.00
C -0.832 0.820 2.374 -0.13 -0.06 -0.39 -0.15
F 0.466 1.053 1.837 -0.80 -0.11 0.53 -0.03
H -4.179 1.658 -2.569 -0.17 -0.16 -0.26 0.03
H -3.058 2.821 -1.904 0.20 0.09 0.01 0.02
H -4.229 2.035 -0.867 -0.18 0.03 0.24 0.03
H -1.055 1.133 -3.461 0.16 0.30 0.05 0.05
H -0.542 -0.450 -2.905 0.11 0.04 0.16 0.03
H 0.085 1.015 -2.102 -0.32 -0.01 -1.04 0.00
H -3.684 -1.341 -2.474 -0.15 0.05 -0.24 0.03
H -3.957 -1.380 -0.743 -0.22 0.02 0.15 0.03
H -2.490 -2.065 -1.406 0.17 0.03 0.03 0.00
H -3.935 0.306 1.202 -0.19 -0.02 -0.03 0.10
H -4.374 0.330 3.626 -0.17 -0.06 0.06 0.11
H -2.533 0.593 5.241 -0.03 0.01 0.15 0.11
H -0.214 0.926 4.412 0.13 0.05 0.06 0.13
C -0.055 -4.268 1.906 -0.28 0.16 0.56 -0.02
N 0.497 -4.449 0.593 0.31 0.45 -0.53 -0.08
C 0.775 -3.477 -0.303 0.18 0.36 -0.24 -0.63
Se 0.210 -1.726 -0.109 -0.47 -0.09 0.28 0.88
N 1.302 -4.063 -1.405 -0.05 0.20 0.35 0.13
C 1.330 -5.432 -1.238 -0.18 -0.63 0.52 -0.17
C 1.710 -6.474 -2.067 -0.01 0.09 0.06 0.00
C 1.554 -7.757 -1.575 0.04 0.04 -0.10 -0.07
C 1.029 -7.998 -0.307 -0.01 -0.03 0.04 -0.07
C 0.647 -6.964 0.526 0.00 0.14 -0.01 0.00
C 0.810 -5.674 0.045 0.31 -0.52 -0.76 -0.16
H -0.136 -3.202 2.109 0.01 -0.09 -0.02 0.05
H 0.592 -4.731 2.652 0.03 -0.01 -0.06 0.11
H -1.047 -4.716 1.966 0.00 -0.01 -0.03 0.11
H 1.610 -3.566 -2.225 -0.13 0.14 0.13 0.17
H 2.091 -6.298 -3.060 0.08 0.03 -0.11 0.12
H 1.838 -8.593 -2.194 0.02 -0.08 -0.06 0.11
H 0.906 -9.018 0.023 0.01 -0.07 0.06 0.11
H 0.223 -7.155 1.498 -0.03 -0.02 0.14 0.12



Taking the records one at a time from the top gives energy values of -270301.454 -144006.190 -144005.862 eV.